(1)
51
Properties=species:S:1:pos:R:3 method="wB97M-V/def2-TZVPD" orbital_gap_ha=0.3410 total_energy_ev=-30768.43024 homo_energy_ev=-9.1 charge=0 e_lumo_ha=0.0059 smiles="CCC[C@H](C=O)NC.O.O.O.O.O.O.O.O.O.O" multiplicity=1
C 0.088 0.613 1.752
N 0.969 -0.261 0.961
C 0.243 -1.412 0.315
C -0.103 -2.507 1.305
C -1.473 -2.361 1.992
C -2.398 -3.480 1.549
C 1.272 -1.738 -0.784
O 2.228 -2.429 -0.492
H -0.032 0.486 2.824
H -0.842 0.690 1.122
H 0.473 1.615 1.645
H 1.722 -0.684 1.523
H -0.684 -1.058 -0.065
H -0.122 -3.513 0.791
H 0.781 -2.765 1.922
H -1.238 -2.212 3.085
H -1.931 -1.371 1.966
H -1.952 -4.376 2.029
H -2.449 -3.555 0.485
H -3.370 -3.669 1.999
H 1.216 -1.267 -1.743
H 1.435 1.271 -4.154
H 0.759 2.689 -4.326
O 0.610 1.740 -4.344
H 0.048 1.235 -2.250
H 0.903 0.965 -0.923
O 0.081 1.325 -1.263
H -0.269 3.979 -0.485
H -0.679 3.875 0.871
O -0.273 4.553 0.303
H -2.722 2.212 0.352
H -2.453 3.678 0.236
O -2.929 3.046 0.775
H 1.749 5.135 -1.396
H 2.345 3.832 -2.023
O 1.610 4.456 -2.049
H -1.065 2.116 4.138
H -2.579 1.849 4.049
O -1.901 2.313 4.551
H -0.894 -2.008 -3.900
H -0.216 -3.373 -3.642
O -0.050 -2.436 -3.772
H 2.967 -0.217 -2.027
H 4.028 0.483 -1.417
O 3.069 0.637 -1.584
H -1.838 -0.445 -1.839
H -3.248 -1.005 -1.449
O -2.517 -1.097 -2.060
H 4.277 -1.694 2.474
H 3.628 -2.346 1.255
O 3.724 -1.517 1.719

(2)
61
Properties=species:S:1:pos:R:3 method="wB97M-V/def2-TZVPD" orbital_gap_ha="0.2268 / 0.2037" total_energy_ev=-82108.56934 s_squared=6.41 homo_energy_ev="-7.5 / -9.0" charge=0 e_lumo_ha="-0.0488 / -0.1259" multiplicity=5
Fe -1.537 1.041 3.287
C 0.866 -0.020 -0.044
C -0.104 0.315 0.889
C -1.508 0.798 0.441
O -2.341 1.111 1.372
C -1.806 0.815 -0.922
C -0.818 0.399 -1.837
C 0.556 -0.009 -1.419
O 1.509 -0.383 -2.191
O -1.179 0.415 -3.052
O 0.069 0.407 2.156
H 1.831 -0.304 0.346
H -2.763 1.176 -1.262
O -0.581 2.942 3.343
H -0.124 3.238 2.545
H -0.255 3.509 4.048
O 0.204 -3.054 -0.234
H 0.649 -2.322 -0.674
H -0.136 -2.674 0.583
O -1.128 3.835 -1.915
H -1.252 3.119 -1.280
H -2.017 4.054 -2.210
O -4.904 1.380 0.269
H -3.994 1.344 0.614
H -4.957 0.794 -0.508
O 5.211 0.812 -0.555
H 5.642 1.157 -1.342
H 4.663 0.072 -0.875
O 0.160 -2.616 2.949
H 0.373 -3.179 3.697
H 0.841 -1.879 2.975
O 0.329 0.217 -5.508
H 1.056 0.377 -4.899
H -0.457 0.434 -5.001
O -1.974 -0.994 3.410
H -1.332 -1.618 3.002
H -2.649 -1.550 3.811
O 0.115 -2.602 -3.933
H 0.942 -3.048 -4.134
H 0.373 -1.695 -3.728
O 1.993 -0.779 3.401
H 2.729 -1.216 2.916
H 1.603 -0.212 2.706
O -4.770 -0.841 -1.579
H -4.739 -1.617 -1.009
H -3.854 -0.698 -1.845
O 3.671 -1.800 1.536
H 3.566 -2.757 1.555
H 3.665 -1.554 0.584
O -0.093 0.677 4.848
H 0.639 0.052 4.673
H -0.122 0.776 5.806
O 3.387 -1.193 -1.174
H 2.583 -0.643 -1.612
H 3.377 -2.046 -1.619
O 3.367 -1.339 -5.100
H 4.131 -1.856 -4.823
H 3.308 -0.628 -4.452
O -3.761 4.100 1.266
H -3.847 3.186 0.977
H -4.403 4.576 0.731

(3)
54
Properties=species:S:1:pos:R:3 method="wB97M-V/def2-TZVPD" orbital_gap_ha="0.3930 / 0.2433" total_energy_ev=-34316.71791 s_squared=0.76 homo_energy_ev="-13.8 / -13.8" charge=+1 e_lumo_ha="-0.1160 / -0.2656" multiplicity=2
C -0.252 -0.108 -4.144
C -0.065 -0.279 -2.637
C -0.969 0.714 -1.849
C -1.022 0.526 -0.396
C -0.590 1.344 0.688
N -0.921 0.725 1.812
C -1.727 -0.353 1.448
N -1.710 -0.524 0.142
H 0.207 0.824 -4.476
H 0.122 -0.979 -4.664
H -1.309 0.040 -4.372
H 0.979 -0.154 -2.359
H -0.323 -1.309 -2.387
H -1.953 0.617 -2.308
H -0.518 1.686 -2.049
H 0.066 2.198 0.735
H -0.816 1.000 2.776
H -2.245 -1.050 2.083
H -4.036 -0.863 -1.962
H -2.802 -1.457 -1.290
O -3.457 -1.632 -1.981
H 1.550 -2.842 -0.570
H 2.579 -3.226 -1.752
O 1.674 -3.056 -1.496
H 2.948 1.412 1.102
H 4.094 2.169 1.819
O 3.660 2.040 0.973
H 1.603 0.081 3.152
H 2.248 0.431 4.371
O 2.378 0.598 3.426
H -2.995 -3.294 1.237
H -1.840 -2.859 0.360
O -2.036 -3.186 1.245
H 2.436 -2.196 1.064
H 1.925 -0.874 1.312
O 2.583 -1.288 0.742
H 3.864 2.009 -1.854
H 3.243 0.549 -1.799
O 3.081 1.473 -1.997
H 1.403 4.571 -1.004
H 1.768 3.275 -1.532
O 0.961 3.771 -1.327
H 1.129 -4.334 0.238
H 0.123 -3.947 1.339
O 1.039 -3.822 1.054
H 0.202 -2.130 2.492
H 1.492 -2.596 3.108
O 0.868 -1.870 3.134
H -3.916 1.254 0.262
H -3.636 2.731 0.633
O -3.979 1.909 0.956
H -1.755 3.927 -1.268
H -0.607 3.876 -0.339
O -1.561 3.668 -0.358

(4)
51
Properties=species:S:1:pos:R:3 method="wB97M-V/def2-TZVPD" orbital_gap_ha=0.3431 total_energy_ev=-28182.99772 homo_energy_ev=-8.9 charge=0 e_lumo_ha=0.0153 smiles=CCNCCNCC.O.O.O.O.O.O.O.O.O multiplicity=1
C 1.097 0.706 -1.262
N 0.049 0.105 -2.092
C 0.560 -0.446 -3.369
C 1.255 -1.801 -3.233
C 0.383 1.347 -0.048
N 1.448 1.763 0.922
C 0.833 2.199 2.215
C 1.958 2.563 3.187
H 1.875 -0.062 -0.976
H 1.595 1.504 -1.870
H -0.460 -0.629 -1.548
H -0.334 -0.520 -4.056
H 1.210 0.325 -3.895
H 0.534 -2.546 -2.839
H 2.129 -1.721 -2.540
H 1.648 -2.133 -4.160
H -0.261 2.203 -0.332
H -0.250 0.604 0.491
H 2.012 2.500 0.607
H 0.190 3.110 2.117
H 0.242 1.346 2.585
H 2.751 1.728 3.249
H 1.604 2.754 4.211
H 2.493 3.469 2.892
H -2.453 -1.754 -1.502
H -3.996 -1.882 -1.829
O -3.170 -1.433 -2.082
H -1.679 -2.170 0.548
H -0.462 -2.538 -0.193
O -1.417 -2.432 -0.332
H 1.471 -1.710 1.560
H 0.031 -2.050 1.741
O 0.804 -2.325 1.279
H -2.084 -2.016 2.903
H -2.050 -0.670 2.280
O -1.617 -1.542 2.195
H 3.205 -1.029 0.883
H 2.503 0.187 1.471
O 2.868 -0.659 1.707
H -2.807 1.336 1.437
H -2.620 1.479 3.002
O -2.784 0.859 2.334
H -3.583 2.940 0.165
H -2.749 1.923 -0.748
O -2.829 2.390 0.153
H -3.046 0.309 -2.224
H -1.791 1.144 -2.354
O -2.728 1.229 -2.191
H 3.431 -3.103 0.042
H 2.047 -2.485 -0.120
O 2.946 -2.363 -0.383